No. 1
The following is a DFT calculation (the ωB97M-V functional and the def2-TZVPD basis) of a 9-piece molecular cluster, C38H41Br8N5O10 overall.

Geometry (Å):
O (12.747, 13.085, 8.936)
N (13.037, 12.000, 9.428)
O (13.235, 10.962, 8.800)
C (13.050, 11.925, 10.890)
C (13.003, 10.702, 11.503)
C (13.013, 10.572, 12.884)
C (12.979, 11.655, 13.747)
C (12.942, 12.903, 13.152)
C (13.031, 13.074, 11.743)
H (13.101, 9.811, 10.899)
H (13.130, 9.595, 13.331)
H (13.005, 11.556, 14.822)
H (12.862, 13.740, 13.830)
H (12.860, 14.087, 11.411)
O (13.644, 18.700, 16.013)
N (12.924, 18.725, 16.966)
O (12.589, 17.607, 17.462)
C (12.435, 19.987, 17.571)
C (13.101, 21.181, 17.306)
C (12.658, 22.348, 17.874)
C (11.515, 22.359, 18.656)
C (10.785, 21.204, 18.867)
C (11.260, 20.010, 18.382)
H (13.861, 21.233, 16.540)
H (13.143, 23.279, 17.619)
H (11.197, 23.298, 19.083)
H (9.896, 21.220, 19.480)
H (10.610, 19.169, 18.572)
O (12.418, 8.432, 20.151)
N (11.832, 9.469, 19.907)
O (12.399, 10.438, 19.449)
C (10.360, 9.534, 20.248)
C (9.778, 8.539, 21.080)
C (8.409, 8.564, 21.310)
C (7.600, 9.617, 20.713)
C (8.229, 10.752, 20.232)
C (9.550, 10.618, 19.892)
H (10.381, 7.900, 21.707)
H (7.985, 7.766, 21.902)
H (6.530, 9.709, 20.828)
H (7.679, 11.636, 19.949)
H (10.033, 11.300, 19.208)
O (17.443, 17.803, 18.230)
N (16.571, 17.093, 18.670)
O (16.422, 15.930, 18.373)
C (15.694, 17.639, 19.632)
C (15.846, 19.013, 19.998)
C (15.020, 19.598, 20.928)
C (13.892, 18.888, 21.340)
C (13.735, 17.544, 20.960)
C (14.608, 16.968, 20.113)
H (16.519, 19.604, 19.395)
H (15.150, 20.660, 21.073)
H (13.230, 19.329, 22.070)
H (12.755, 17.165, 21.209)
H (14.329, 15.981, 19.772)
O (5.814, 11.303, 15.487)
N (7.027, 11.515, 15.519)
O (7.605, 12.046, 16.453)
C (7.752, 11.179, 14.243)
C (8.874, 11.911, 13.769)
C (9.617, 11.537, 12.666)
C (9.173, 10.434, 11.970)
C (7.991, 9.817, 12.301)
C (7.269, 10.105, 13.446)
H (9.074, 12.774, 14.387)
H (10.356, 12.238, 12.307)
H (9.791, 10.043, 11.177)
H (7.688, 8.940, 11.749)
H (6.372, 9.559, 13.698)
Br (6.261, 15.276, 13.415)
C (7.842, 15.617, 14.615)
C (7.970, 17.186, 14.860)
Br (9.466, 17.692, 16.017)
H (8.693, 15.104, 14.167)
H (7.581, 15.179, 15.578)
H (7.057, 17.679, 15.194)
H (8.205, 17.809, 13.997)
Br (16.682, 10.721, 17.108)
C (15.679, 11.433, 18.643)
C (15.283, 12.922, 18.472)
Br (14.448, 13.104, 16.702)
H (16.197, 11.093, 19.540)
H (14.742, 10.876, 18.639)
H (16.163, 13.561, 18.399)
H (14.598, 13.271, 19.245)
Br (9.723, 13.066, 25.742)
C (10.200, 14.940, 25.469)
C (11.121, 15.156, 24.201)
Br (11.839, 17.015, 24.010)
H (10.661, 15.271, 26.399)
H (9.310, 15.558, 25.350)
H (10.698, 14.823, 23.253)
H (11.982, 14.543, 24.469)
Br (10.788, 14.212, 15.737)
C (10.499, 14.839, 17.630)
C (11.404, 14.131, 18.703)
Br (10.650, 14.885, 20.424)
H (9.453, 14.563, 17.759)
H (10.748, 15.898, 17.694)
H (12.463, 14.372, 18.614)
H (11.284, 13.050, 18.760)

- Structure (SMILES): O=[N+]([O-])c1ccccc1.O=[N+]([O-])c1ccccc1.O=[N+]([O-])c1ccccc1.O=[N+]([O-])c1ccccc1.O=[N+]([O-])c1ccccc1.BrCCBr.BrCCBr.BrCCBr.BrCCBr
- Relative energy (zero: lowest compared OMol25 entry of this formula, charge and spin): 67.4 kcal per mole
- Molecular weight: 1367.00 g/mol
- LUMO: -0.9 eV
- Net charge: 0

***

No. 2
The following is a DFT calculation (the ωB97M-V functional and the def2-TZVPD basis) of C38H41FGe2MgN4O7 as an isolated structure.

Geometry (Å):
Mg (-2.127, -0.399, 0.267)
C (1.421, 1.596, -5.970)
C (1.413, 2.473, -4.732)
N (1.019, 1.734, -3.519)
C (-0.273, 1.737, -3.148)
C (-0.791, 1.118, -2.048)
C (-2.311, 1.285, -1.863)
O (-2.958, 1.582, -2.845)
O (-2.730, 1.140, -0.652)
C (0.104, 0.398, -1.196)
O (-0.207, -0.201, -0.140)
C (1.500, 0.328, -1.642)
C (2.404, -0.431, -0.897)
C (3.695, -0.534, -1.304)
F (4.555, -1.315, -0.610)
C (4.166, 0.125, -2.452)
C (3.280, 0.881, -3.182)
C (1.934, 0.987, -2.793)
N (5.520, 0.027, -2.893)
C (5.733, -0.799, -4.070)
C (7.023, -0.401, -4.748)
N (8.150, -0.538, -3.746)
C (7.888, 0.298, -2.509)
C (6.575, -0.151, -1.908)
H (1.729, 2.177, -6.840)
H (0.426, 1.196, -6.166)
H (2.104, 0.751, -5.861)
H (0.702, 3.289, -4.839)
H (2.381, 2.934, -4.550)
H (-0.959, 2.278, -3.791)
H (2.059, -0.949, -0.012)
H (3.651, 1.404, -4.052)
H (4.919, -0.667, -4.779)
H (5.766, -1.871, -3.809)
H (7.008, 0.646, -5.042)
H (7.261, -1.028, -5.604)
H (9.044, -0.290, -4.170)
H (8.221, -1.519, -3.465)
H (7.846, 1.332, -2.843)
H (8.727, 0.156, -1.833)
H (6.377, 0.457, -1.028)
H (6.664, -1.192, -1.570)
C (-3.198, 3.886, 1.248)
Ge (-3.491, 2.598, 2.662)
C (-3.545, 3.493, 4.379)
C (-5.129, 1.621, 2.335)
Ge (-1.677, 0.995, 2.634)
C (0.089, 1.801, 2.738)
C (1.258, 1.051, 2.560)
C (2.509, 1.650, 2.617)
C (2.618, 3.017, 2.843)
C (1.472, 3.779, 3.012)
C (0.220, 3.174, 2.953)
C (-1.833, -0.408, 3.965)
C (-2.898, -0.388, 4.867)
C (-3.049, -1.394, 5.814)
C (-2.144, -2.445, 5.862)
C (-1.088, -2.489, 4.961)
C (-0.937, -1.481, 4.019)
H (-4.050, 4.568, 1.206)
H (-3.117, 3.360, 0.298)
H (-2.292, 4.468, 1.417)
H (-4.368, 4.211, 4.360)
H (-2.617, 4.030, 4.577)
H (-3.716, 2.786, 5.191)
H (-5.968, 2.320, 2.314)
H (-5.310, 0.872, 3.105)
H (-5.067, 1.118, 1.369)
H (1.196, -0.016, 2.382)
H (3.403, 1.048, 2.494)
H (3.593, 3.486, 2.893)
H (1.549, 4.844, 3.194)
H (-0.662, 3.791, 3.087)
H (-3.625, 0.414, 4.839)
H (-3.878, -1.361, 6.510)
H (-2.267, -3.233, 6.593)
H (-0.386, -3.313, 4.991)
H (-0.113, -1.545, 3.319)
O (-3.389, -1.635, 1.190)
C (-3.377, -2.328, 0.112)
O (-2.578, -2.027, -0.832)
C (-4.299, -3.486, 0.000)
C (-4.654, -3.995, -1.243)
C (-5.521, -5.075, -1.328)
C (-6.015, -5.662, -0.172)
C (-5.633, -5.139, 1.046)
C (-4.795, -4.054, 1.165)
N (-6.145, -5.776, 2.291)
O (-5.805, -5.290, 3.348)
O (-6.900, -6.716, 2.169)
H (-4.247, -3.534, -2.133)
H (-5.814, -5.465, -2.293)
H (-6.683, -6.510, -0.204)
H (-4.534, -3.656, 2.134)

- Relative energy (zero: lowest compared OMol25 entry of this formula, charge and spin): 0.0 kcal per mole
- Molecular weight: 854.29 g/mol
- LUMO (spin up / spin down): -3.4 / -3.4 eV
- 2S+1: 2
- Net charge: +1

***

No. 3
The following is a DFT calculation (the ωB97M-V functional and the def2-TZVPD basis) of C38H42BrN6O2RhS as an isolated structure.

Geometry (Å):
Rh (0.084, 0.739, 0.981)
C (1.408, 5.133, -1.956)
C (0.336, 4.504, -1.115)
C (-0.882, 5.126, -0.868)
C (-1.817, 4.516, -0.055)
C (-1.521, 3.277, 0.483)
Br (-2.801, 2.478, 1.618)
N (-0.370, 2.641, 0.243)
C (0.536, 3.266, -0.530)
H (1.001, 5.925, -2.581)
H (1.886, 4.396, -2.602)
H (2.184, 5.571, -1.325)
H (-1.095, 6.096, -1.299)
H (-2.765, 4.983, 0.167)
H (1.463, 2.728, -0.684)
N (-1.892, -0.722, 1.441)
C (-1.465, -2.097, 1.163)
C (-2.169, -3.168, 2.042)
C (-2.945, -4.247, 1.275)
C (-2.095, -5.446, 0.862)
N (-0.869, -5.040, 0.182)
C (-0.720, -4.804, -1.105)
N (-1.603, -5.232, -2.022)
N (0.339, -4.088, -1.496)
C (0.073, -2.160, 1.264)
O (0.649, -3.212, 0.960)
O (0.673, -1.116, 1.679)
H (-1.792, -0.537, 2.436)
H (-2.874, -0.592, 1.222)
H (-1.714, -2.303, 0.115)
H (-2.875, -2.634, 2.679)
H (-1.450, -3.641, 2.717)
H (-3.420, -3.800, 0.394)
H (-3.753, -4.629, 1.902)
H (-2.667, -6.149, 0.257)
H (-1.779, -5.995, 1.748)
H (-0.186, -4.534, 0.775)
H (-2.273, -5.938, -1.773)
H (-1.374, -5.157, -2.999)
H (0.943, -3.692, -0.788)
H (0.560, -3.956, -2.469)
C (0.814, 0.814, 6.915)
C (0.270, 2.020, 6.499)
C (0.252, 2.343, 5.151)
C (0.783, 1.464, 4.209)
C (1.317, 0.245, 4.631)
C (1.334, -0.072, 5.979)
C (0.759, 1.850, 2.782)
C (1.639, 1.362, 1.832)
C (3.001, 0.977, 1.771)
C (3.917, 1.563, 2.665)
C (5.250, 1.216, 2.607)
C (5.677, 0.282, 1.667)
C (4.779, -0.307, 0.780)
C (3.446, 0.041, 0.824)
H (0.830, 0.562, 7.967)
H (-0.138, 2.711, 7.224)
H (-0.171, 3.288, 4.827)
H (1.704, -0.457, 3.903)
H (1.752, -1.017, 6.303)
H (0.214, 2.760, 2.563)
H (3.559, 2.274, 3.399)
H (5.960, 1.662, 3.290)
H (6.723, 0.008, 1.627)
H (5.131, -1.039, 0.066)
H (2.721, -0.414, 0.160)
N (-0.126, -0.079, -0.982)
S (0.257, 0.658, -2.346)
C (-1.099, 1.689, -2.891)
C (-0.904, 2.503, -4.000)
C (-1.931, 3.341, -4.400)
C (-3.126, 3.370, -3.688)
C (-3.299, 2.562, -2.574)
C (-2.278, 1.712, -2.167)
C (0.245, -0.613, -3.597)
C (-0.937, -1.042, -4.188)
C (-0.890, -2.083, -5.105)
C (0.327, -2.678, -5.425)
C (1.503, -2.239, -4.827)
C (1.465, -1.200, -3.907)
H (-0.905, -0.718, -1.111)
H (0.031, 2.479, -4.549)
H (-1.801, 3.975, -5.267)
H (-3.924, 4.028, -4.005)
H (-4.228, 2.591, -2.019)
H (-2.390, 1.085, -1.289)
H (-1.878, -0.558, -3.957)
H (-1.800, -2.409, -5.592)
H (0.363, -3.469, -6.162)
H (2.449, -2.691, -5.090)
H (2.377, -0.842, -3.444)

- Relative energy (zero: lowest compared OMol25 entry of this formula, charge and spin): 0.0 kcal per mole
- Molecular weight: 829.67 g/mol
- LUMO: -5.6 eV
- Net charge: +2